This record from the Open Molecules 2025 dataset describes a molecular structure, C39H29AsF3N4OSTa. The level of theory is the ωB97M-V functional and the def2-TZVPD basis.

XYZ file:
```
79
Properties=species:S:1:pos:R:3:mulliken_charge:R:1
Ta -0.34 0.01 0.09 1.172
C -3.66 2.90 -0.98 -1.031
C -4.74 2.49 -0.21 -0.838
C -4.61 1.34 0.56 -0.707
C -3.41 0.65 0.55 0.836
N -2.34 1.07 -0.16 -0.130
C -2.49 2.18 -0.91 0.415
C -3.19 -0.62 1.27 0.904
C -4.14 -1.25 2.03 -0.830
C -3.86 -2.51 2.55 -0.857
C -2.66 -3.12 2.22 -1.017
C -1.74 -2.44 1.45 1.190
N -1.97 -1.17 1.02 -0.175
C -0.51 -3.06 0.92 0.576
C -0.09 -4.31 1.31 -0.822
C 1.02 -4.89 0.69 -0.682
C 1.64 -4.17 -0.32 -1.100
C 1.19 -2.90 -0.62 0.006
N 0.15 -2.31 0.00 0.202
H -3.71 3.77 -1.61 0.535
H -5.68 3.04 -0.22 0.519
H -5.44 0.99 1.16 0.452
H -1.64 2.50 -1.49 0.220
H -5.10 -0.79 2.22 0.458
H -4.59 -3.03 3.15 0.510
H -2.46 -4.13 2.54 0.397
H -0.61 -4.86 2.08 0.411
H 1.36 -5.87 0.98 0.517
H 2.48 -4.58 -0.87 0.496
H 1.69 -2.36 -1.41 0.507
F 5.83 -0.06 -0.49 -0.269
C 4.67 -0.12 0.14 0.167
F 4.55 0.95 0.94 -0.067
F 4.63 -1.22 0.90 -0.225
C 3.52 -0.14 -0.86 -0.547
C 3.75 -0.26 -2.22 -0.333
C 2.68 -0.34 -3.12 -0.935
C 1.40 -0.28 -2.64 -0.456
N 1.19 -0.14 -1.31 1.099
C 2.20 -0.10 -0.40 1.836
S 1.75 -0.12 1.33 -0.291
H 4.77 -0.30 -2.58 0.672
H 2.86 -0.46 -4.18 0.487
H 0.53 -0.34 -3.28 0.561
O 0.12 1.81 0.00 -1.278
As 0.96 3.38 -0.47 1.784
C 1.51 3.07 -2.27 1.015
C 0.57 2.88 -3.29 -0.305
C 1.00 2.80 -4.60 -0.916
C 2.35 2.92 -4.90 -0.800
C 3.28 3.10 -3.89 -0.897
C 2.87 3.18 -2.56 -0.742
C -0.39 4.70 -0.31 0.822
C -0.98 4.93 0.93 -0.610
C -1.86 5.98 1.07 -0.859
C -2.14 6.80 -0.02 -0.581
C -1.55 6.57 -1.26 -0.853
C -0.67 5.51 -1.41 -0.247
C 2.40 3.75 0.72 0.888
C 3.12 4.90 0.35 -0.897
C 4.11 5.37 1.20 -0.794
C 4.35 4.72 2.40 -0.661
C 3.61 3.61 2.78 -0.852
C 2.62 3.12 1.94 -0.337
H -0.50 2.84 -3.09 0.375
H 0.28 2.68 -5.40 0.525
H 2.68 2.89 -5.93 0.496
H 4.34 3.21 -4.12 0.544
H 3.60 3.33 -1.78 0.566
H -0.72 4.32 1.80 0.454
H -2.31 6.19 2.03 0.490
H -2.82 7.64 0.10 0.491
H -1.75 7.23 -2.09 0.495
H -0.19 5.34 -2.37 0.435
H 2.91 5.43 -0.57 0.480
H 4.67 6.24 0.92 0.473
H 5.13 5.10 3.06 0.473
H 3.79 3.13 3.73 0.497
H 2.02 2.28 2.25 0.492
```

Calculated values
- energy (Eh) = -4787.116208
- relative energy (zero: lowest compared OMol25 entry of this formula, charge and spin) (kJ/mol) = 250.74
- spin multiplicity = 1
- E_HOMO (eV) = -19.01
- E_LUMO (eV) = -13.5
- net charge = +4
- Kohn-Sham gap (eV) = 5.546



This record from the Open Molecules 2025 dataset describes a molecular structure, C39H29GeMnN4OS3. The level of theory is the ωB97M-V functional and the def2-TZVPD basis.

XYZ file:
```
78
Properties=species:S:1:pos:R:3:lowdin_spin:R:1
Mn 14.71 13.81 10.07 2.273
C 22.53 24.98 10.32 0.000
O 22.91 23.59 10.19 0.000
C 21.92 22.63 10.15 0.000
C 22.44 21.32 10.14 0.000
C 21.56 20.25 10.10 0.000
C 20.16 20.48 10.10 0.000
C 19.68 21.79 10.08 0.000
C 20.56 22.88 10.11 0.000
C 19.26 19.37 10.10 -0.001
N 17.91 19.47 9.99 -0.001
C 17.45 18.18 10.01 -0.001
C 18.50 17.27 10.17 0.000
N 19.65 18.05 10.24 0.000
C 18.33 15.88 10.28 0.000
C 19.31 14.92 10.59 0.015
C 18.92 13.57 10.68 -0.002
C 17.61 13.22 10.46 0.011
N 16.64 14.13 10.18 -0.019
C 16.99 15.44 10.09 0.003
C 15.93 16.33 9.89 0.001
N 14.70 15.77 9.72 -0.046
C 13.62 16.57 9.62 0.003
C 13.72 17.94 9.67 -0.002
C 14.98 18.56 9.80 0.011
C 16.10 17.74 9.89 0.000
H 23.47 25.51 10.40 0.000
H 21.94 25.17 11.22 0.000
H 22.01 25.33 9.42 0.000
H 23.51 21.17 10.14 0.000
H 21.93 19.24 10.06 0.000
H 18.61 21.93 10.05 0.000
H 20.16 23.90 10.10 0.000
H 20.60 17.73 10.37 0.000
H 20.34 15.21 10.75 0.001
H 19.63 12.80 10.93 0.000
H 17.28 12.18 10.48 0.000
H 12.66 16.09 9.48 0.000
H 12.82 18.53 9.59 -0.001
H 15.07 19.64 9.82 0.000
S 11.44 13.27 13.00 -0.017
C 12.67 13.57 11.94 0.012
S 12.50 13.31 10.17 -0.063
S 14.28 14.08 12.28 -0.188
C 16.61 10.11 13.10 -0.001
C 15.43 10.65 13.61 -0.001
C 14.35 10.93 12.77 0.001
C 14.44 10.72 11.38 0.001
C 15.64 10.14 10.88 -0.001
C 16.71 9.84 11.74 0.000
Ge 12.96 10.98 10.12 -0.003
C 13.73 10.92 8.30 0.001
C 13.53 9.77 7.51 0.000
C 14.19 9.63 6.28 0.001
C 15.06 10.62 5.81 0.000
C 15.26 11.77 6.59 0.002
C 14.60 11.91 7.79 0.010
C 11.26 10.17 10.59 -0.002
C 10.14 10.28 9.75 -0.001
C 8.91 9.75 10.13 0.000
C 8.78 9.11 11.37 0.000
C 9.87 8.99 12.22 0.000
C 11.11 9.51 11.83 0.000
H 17.44 9.88 13.75 0.000
H 15.34 10.89 14.67 0.000
H 13.43 11.33 13.18 0.000
H 15.75 9.93 9.82 0.000
H 17.60 9.39 11.34 0.000
H 12.86 8.98 7.83 0.000
H 14.02 8.73 5.70 0.000
H 15.56 10.50 4.87 0.000
H 15.94 12.55 6.27 0.000
H 14.74 12.86 8.38 0.006
H 10.25 10.75 8.78 0.000
H 8.07 9.85 9.46 0.000
H 7.81 8.74 11.67 0.000
H 9.79 8.49 13.16 0.000
H 11.96 9.39 12.49 0.000
```

Calculated values
- energy (Eh) = -6219.838507
- ⟨S²⟩ = 2.21
- spin multiplicity = 3
- E_HOMO (spin up / spin down) (eV) = -11.97 / -11.97
- E_LUMO (spin up / spin down) (eV) = -8.0 / -7.0
- net charge = +2
- Kohn-Sham gap (spin up / spin down) (eV) = 3.964 / 4.935



This record from the Open Molecules 2025 dataset describes a molecular structure, C39H31As2CoN5OS. The level of theory is the ωB97M-V functional and the def2-TZVPD basis.

XYZ file:
```
80
Properties=species:S:1:pos:R:3:mulliken_charge:R:1
Co -0.15 -0.06 -0.05 0.038
S -0.20 0.13 2.19 -0.447
C -0.84 -1.34 2.88 0.670
C -1.09 -1.41 4.25 -0.697
C -1.65 -2.56 4.79 -0.588
C -1.97 -3.65 3.98 -0.804
C -1.73 -3.59 2.62 -0.492
C -1.15 -2.45 2.08 -0.544
As -0.73 -2.26 0.22 2.496
C 0.81 -3.36 -0.15 0.281
C 1.48 -3.99 0.88 -0.658
C 2.62 -4.74 0.60 -0.839
C 3.07 -4.85 -0.71 -0.750
C 2.40 -4.21 -1.74 -1.025
C 1.26 -3.46 -1.46 0.409
C -2.24 -3.03 -0.70 0.493
C -3.49 -2.46 -0.45 -0.789
C -4.62 -3.03 -1.00 -0.709
C -4.50 -4.16 -1.80 -0.607
C -3.26 -4.72 -2.05 -0.733
C -2.12 -4.16 -1.50 -0.124
H -0.88 -0.57 4.89 0.458
H -1.85 -2.60 5.85 0.407
H -2.42 -4.53 4.42 0.422
H -1.99 -4.43 1.98 0.467
H 1.13 -3.91 1.90 0.459
H 3.14 -5.25 1.40 0.450
H 3.95 -5.44 -0.92 0.433
H 2.74 -4.30 -2.76 0.512
H 0.73 -2.98 -2.28 0.322
H -3.58 -1.58 0.19 0.486
H -5.59 -2.60 -0.80 0.454
H -5.39 -4.61 -2.23 0.439
H -3.17 -5.60 -2.67 0.470
H -1.15 -4.61 -1.69 0.484
C -1.27 4.19 -4.48 -0.613
C 0.03 3.72 -4.55 -0.743
C 0.38 2.52 -3.96 -0.125
C -0.59 1.78 -3.29 0.468
C -1.90 2.24 -3.23 -0.209
C -2.24 3.44 -3.83 -1.224
As -0.14 0.08 -2.47 1.284
C -1.19 -1.13 -3.53 0.354
C -2.56 -1.32 -3.51 -0.846
C -3.13 -2.21 -4.41 -0.845
C -2.33 -2.91 -5.30 -1.059
C -0.96 -2.73 -5.32 -0.603
C -0.37 -1.83 -4.43 0.789
C 1.07 -1.52 -4.35 -0.032
C 2.07 -2.11 -5.12 -0.737
C 3.39 -1.72 -4.94 -0.988
C 3.73 -0.75 -4.01 -0.756
C 2.74 -0.16 -3.24 -1.077
C 1.42 -0.55 -3.40 0.930
H -1.54 5.13 -4.94 0.403
H 0.79 4.30 -5.07 0.417
H 1.40 2.16 -4.03 0.293
H -2.68 1.65 -2.76 0.520
H -3.27 3.78 -3.78 0.528
H -3.19 -0.78 -2.82 0.537
H -4.20 -2.36 -4.41 0.493
H -2.78 -3.60 -6.00 0.433
H -0.35 -3.28 -6.03 0.458
H 1.83 -2.86 -5.86 0.433
H 4.16 -2.18 -5.55 0.445
H 4.76 -0.44 -3.91 0.483
H 2.99 0.62 -2.52 0.760
N 3.83 -1.21 -0.24 -0.353
C 2.75 -0.81 0.44 0.459
N 2.77 -0.79 1.77 -0.222
O 1.74 -0.47 -0.24 -0.267
H 4.67 -1.52 0.22 0.224
H 3.75 -1.32 -1.23 0.092
H 3.61 -1.00 2.28 0.223
H 1.94 -0.43 2.25 -0.007
N -1.65 1.00 -0.13 -0.420
C -2.60 1.68 -0.12 1.035
N -3.58 2.46 -0.05 -0.750
C -4.41 2.76 -1.00 0.514
N -5.16 3.07 -1.83 -0.542
```

Calculated values
- energy (Eh) = -8106.127263
- spin multiplicity = 1
- E_HOMO (spin up / spin down) (eV) = -10.71 / -10.71
- E_LUMO (spin up / spin down) (eV) = -4.4 / -4.4
- net charge = +1
- Kohn-Sham gap (spin up / spin down) (eV) = 6.283 / 6.275



This record from the Open Molecules 2025 dataset describes 18 unconnected molecules or ions with the total composition C39H31Cl68N4O2. The level of theory is the ωB97M-V functional and the def2-TZVPD basis.

XYZ file:
```
144
Properties=species:S:1:pos:R:3:mulliken_charge:R:1
C -4.09 -0.72 -3.89 0.865
C -2.68 -1.38 -3.54 0.495
N -2.03 -1.26 -2.41 -0.503
C -1.99 -2.33 -4.67 -0.262
C -0.40 -2.38 -4.37 -0.587
C 0.39 -1.04 -4.62 -0.315
N -0.28 0.15 -5.14 0.751
C -0.71 -0.01 -6.58 -0.679
C 0.55 1.38 -5.00 0.223
C 0.38 2.48 -3.85 -0.702
O 1.50 1.57 -5.82 -0.528
C 1.93 -1.08 -4.28 -0.111
C 2.62 -2.38 -3.72 0.132
C 4.18 -2.39 -3.33 -1.069
C 4.32 -2.35 -1.71 -0.326
C 4.84 -0.91 -1.22 0.140
N 4.32 -0.47 0.10 0.059
C 2.92 0.03 0.01 -0.062
C 2.65 1.40 0.79 0.248
C 3.75 2.45 1.14 -0.477
C 3.43 3.81 1.88 -0.664
C 1.95 4.16 2.29 -0.535
C 0.85 3.12 1.98 -0.734
C 1.19 1.78 1.25 0.229
O 0.17 0.80 0.96 -0.308
C 1.71 -3.63 -3.57 -0.265
N 0.28 -3.60 -3.89 0.640
C -0.44 -4.92 -3.67 -0.790
H -4.96 -1.06 -3.21 -0.999
H -4.04 0.42 -3.88 -0.063
H -4.38 -1.08 -4.96 0.123
H -2.59 -0.64 -1.79 0.119
H -2.24 -2.00 -5.74 0.154
H -2.50 -3.36 -4.53 0.512
H -0.23 -0.92 -7.10 0.257
H -0.54 0.92 -7.22 0.313
H -1.87 -0.15 -6.54 0.191
H 0.79 3.47 -4.29 0.291
H 1.14 2.19 -3.02 0.102
H -0.68 2.59 -3.45 0.152
H 2.61 -0.17 -4.39 0.402
H 4.66 -1.44 -3.73 0.430
H 4.66 -3.35 -3.74 0.364
H 5.07 -3.14 -1.31 0.301
H 3.33 -2.57 -1.17 0.337
H 5.99 -0.85 -1.18 -0.582
H 4.53 -0.14 -2.02 0.335
H 4.29 -1.27 0.77 0.283
H 2.22 -0.77 0.45 0.247
H 2.60 0.21 -1.08 -0.125
H 4.84 2.29 0.86 0.393
H 4.23 4.58 2.14 0.316
H 1.71 5.16 2.80 0.335
H -0.23 3.36 2.30 0.787
H -0.52 0.99 1.64 0.102
H 2.17 -4.59 -3.18 0.313
H -1.38 -4.81 -3.03 0.306
H 0.27 -5.75 -3.30 0.312
H -0.80 -5.29 -4.71 0.262
C 7.76 -0.56 2.64 0.177
Cl 6.41 0.57 2.91 0.004
Cl 8.46 -1.02 4.20 -0.057
Cl 7.15 -2.01 1.81 -0.119
Cl 9.00 0.22 1.63 -0.032
C 8.98 2.42 6.89 0.275
Cl 10.36 1.76 7.78 -0.068
Cl 9.16 2.07 5.16 -0.041
Cl 7.48 1.68 7.49 -0.092
Cl 8.91 4.18 7.13 -0.090
C -2.85 -4.49 -7.85 0.214
Cl -3.05 -6.08 -8.63 -0.086
Cl -4.20 -4.22 -6.72 -0.003
Cl -1.31 -4.47 -6.95 -0.072
Cl -2.84 -3.22 -9.08 -0.080
C -2.96 -0.25 3.17 -0.023
Cl -1.62 -0.89 4.15 -0.033
Cl -2.66 -0.61 1.45 0.097
Cl -4.48 -1.01 3.68 -0.044
Cl -3.07 1.51 3.39 0.024
C -0.89 2.67 6.54 0.223
Cl -0.41 4.15 7.39 -0.093
Cl -0.03 1.28 7.23 -0.095
Cl -2.64 2.42 6.69 -0.045
Cl -0.48 2.82 4.81 0.045
C 9.92 3.62 11.40 0.264
Cl 11.10 4.46 10.37 -0.084
Cl 8.35 3.56 10.57 0.016
Cl 10.49 1.96 11.72 -0.035
Cl 9.74 4.49 12.94 -0.104
C 4.93 3.22 13.02 0.255
Cl 3.81 4.16 12.01 -0.096
Cl 4.30 3.14 14.68 -0.090
Cl 5.09 1.58 12.37 -0.080
Cl 6.52 4.02 13.04 -0.043
C -7.30 -1.84 -2.96 0.186
Cl -8.90 -1.97 -2.20 -0.067
Cl -6.11 -1.32 -1.75 -0.066
Cl -6.82 -3.42 -3.62 -0.014
Cl -7.37 -0.64 -4.27 -0.070
C -6.57 3.33 4.28 0.080
Cl -7.66 1.94 4.40 -0.066
Cl -6.27 3.71 2.57 -0.001
Cl -7.30 4.73 5.09 -0.070
Cl -5.02 2.93 5.06 0.000
C 9.48 0.14 -2.31 0.290
Cl 7.99 0.12 -1.35 -0.048
Cl 10.86 0.54 -1.26 -0.106
Cl 9.73 -1.46 -3.04 -0.108
Cl 9.34 1.36 -3.59 -0.100
C -10.11 4.01 0.66 0.252
Cl -11.86 4.30 0.78 -0.095
Cl -9.36 4.21 2.25 -0.023
Cl -9.83 2.36 0.08 -0.062
Cl -9.40 5.17 -0.48 -0.078
C -6.33 2.80 -1.84 0.118
Cl -7.55 2.17 -2.97 -0.033
Cl -4.71 2.55 -2.53 -0.020
Cl -6.60 4.54 -1.59 -0.080
Cl -6.45 1.95 -0.29 0.060
C -7.81 -3.18 -7.40 0.199
Cl -8.61 -2.78 -5.87 -0.035
Cl -7.51 -4.93 -7.47 -0.052
Cl -8.86 -2.70 -8.76 -0.042
Cl -6.27 -2.31 -7.52 -0.073
C -3.48 -4.90 3.84 0.286
Cl -5.22 -4.59 4.08 -0.095
Cl -2.63 -4.72 5.39 -0.086
Cl -3.25 -6.54 3.22 -0.104
Cl -2.83 -3.73 2.68 -0.002
C -11.55 -5.98 -8.89 0.307
Cl -11.95 -4.81 -10.17 -0.089
Cl -10.13 -6.93 -9.38 -0.092
Cl -11.19 -5.11 -7.39 -0.043
Cl -12.93 -7.07 -8.63 -0.094
C 8.31 -0.84 14.05 0.267
Cl 10.06 -1.08 13.81 -0.104
Cl 7.41 -1.94 12.99 -0.110
Cl 7.90 -1.19 15.75 -0.098
Cl 7.88 0.84 13.67 0.060
C -1.42 4.81 -6.72 0.261
Cl 0.21 4.22 -7.11 -0.063
Cl -2.45 3.43 -6.25 -0.028
Cl -1.33 5.96 -5.37 -0.083
Cl -2.12 5.60 -8.14 -0.091
```

Calculated values
- energy (Eh) = -33166.353481
- spin multiplicity = 1
- E_HOMO (eV) = -9.80
- E_LUMO (eV) = -3.7
- net charge = +1
- Kohn-Sham gap (eV) = 6.122